ORCA calculation (wB97M-V/def2-TZVPD) on 7 unconnected molecules or ions with the total composition C38H69N8O16.

Atoms and positions in Å:
C: -0.33968 3.18615 -6.12337
O: -1.43719 2.26943 -6.14373
C: -2.65526 2.90601 -5.67605
C: -3.10586 2.17933 -4.33577
C: -4.04738 3.05892 -3.43309
C: -3.47540 4.49564 -3.08015
C: -1.95188 4.42404 -2.60819
C: -1.84471 3.80170 -1.15598
C: -1.43347 2.28699 -1.10998
C: 0.07853 2.00834 -1.50267
C: 0.97117 2.44097 -0.29413
C: 1.46015 3.85889 -0.23674
C: 2.31186 4.12672 0.91474
C: 2.64164 3.08068 1.90611
C: 3.59766 3.43345 3.08393
O: 3.33621 4.78698 3.47068
C: 2.90703 4.87699 4.81240
C: 1.61931 4.30050 5.21218
C: 1.11323 4.39509 6.59075
C: -0.24672 3.75862 6.97578
C: 1.97889 5.12131 7.54095
C: 3.28299 5.67424 7.14345
C: 3.79996 5.56803 5.76877
C: 5.20849 6.14944 5.33521
C: 4.98189 7.24056 4.21145
C: 6.03349 4.87825 4.80559
N: 2.11541 1.85212 1.77754
N: 1.35567 1.63815 0.73506
C: 0.80727 0.23638 0.66709
C: 1.72689 -0.67859 -0.25469
C: 1.79259 -2.14845 0.33601
C: 0.79101 -3.15795 -0.36306
C: 1.35719 -4.61490 -0.54102
C: 1.01289 -5.59212 0.64385
O: 0.88955 -4.89860 1.92439
C: -0.40039 -5.12909 2.41121
C: -0.76311 -6.51244 3.07527
O: -1.24883 -4.27756 2.30344
H: 0.49441 2.69227 -6.70009
H: -0.55635 4.16209 -6.63515
H: 0.06483 3.35445 -5.07920
H: -2.38097 3.98215 -5.47105
H: -3.46114 2.85594 -6.46277
H: -3.60483 1.19097 -4.54740
H: -2.13798 1.91060 -3.81805
H: -4.27855 2.56277 -2.44443
H: -5.04465 3.20127 -3.94404
H: -4.06058 4.98036 -2.24633
H: -3.58437 5.18430 -3.96657
H: -1.29262 3.93690 -3.37378
H: -1.61920 5.50529 -2.56476
H: -2.87904 3.86400 -0.70573
H: -1.19838 4.46674 -0.51660
H: -1.55101 1.94123 -0.04036
H: -2.10711 1.62303 -1.71348
H: 0.33490 2.73582 -2.32813
H: 0.24609 0.95729 -1.83119
H: 1.18199 4.60888 -1.00595
H: 2.73969 5.14665 1.07169
H: 4.64619 3.42339 2.65445
H: 3.59784 2.69305 3.92064
H: 0.96625 3.75736 4.47793
H: -1.11538 4.12369 6.37058
H: -0.21607 2.63619 6.84295
H: -0.51934 3.91276 8.05918
H: 1.60101 5.23464 8.58850
H: 3.94814 6.21253 7.86581
H: 5.67650 6.57668 6.26755
H: 3.89280 7.52615 4.25256
H: 5.18503 6.86527 3.17538
H: 5.64590 8.14016 4.35269
H: 5.81034 4.81880 3.70203
H: 7.13664 4.98824 4.94394
H: 5.61008 3.94891 5.27026
H: 0.86891 -0.22502 1.69196
H: -0.27504 0.21938 0.39183
H: 2.77318 -0.26774 -0.13605
H: 1.46059 -0.64628 -1.33895
H: 2.83303 -2.57604 0.22971
H: 1.57122 -2.18454 1.43887
H: 0.55652 -2.73697 -1.37854
H: -0.14419 -3.24049 0.26476
H: 2.47107 -4.62671 -0.68207
H: 0.91582 -5.07378 -1.47373
H: 0.01989 -6.07515 0.42151
H: 1.78024 -6.40190 0.77773
H: -0.75369 -7.29598 2.26865
H: 0.05227 -6.75558 3.80735
H: -1.74487 -6.46694 3.60642
C: -1.64309 -10.72442 3.87498
N: -0.61875 -10.33585 2.86782
O: -0.84729 -10.60333 1.70296
O: 0.37941 -9.77522 3.28318
H: -2.46621 -11.20792 3.36647
H: -1.16930 -11.40608 4.57810
H: -1.97619 -9.81501 4.37090
C: -4.44005 0.81902 -8.90283
N: -5.82859 1.14383 -8.47955
O: -6.03945 1.25065 -7.28321
O: -6.65355 1.27973 -9.35942
H: -3.81705 0.72710 -8.01790
H: -4.47366 -0.11974 -9.44901
H: -4.09309 1.63259 -9.53755
C: -4.42812 -14.22968 2.96914
N: -4.69102 -13.30619 4.10536
O: -5.48517 -13.66592 4.94683
O: -4.08363 -12.24686 4.10690
H: -5.03192 -15.12310 3.09900
H: -4.70014 -13.70878 2.05364
H: -3.36805 -14.47404 2.98365
C: -0.46079 0.31368 -8.78349
N: -1.29543 -0.54324 -9.66517
O: -0.94856 -0.66992 -10.82133
O: -2.27522 -1.05644 -9.15294
H: 0.37272 0.70611 -9.35963
H: -1.09400 1.12081 -8.41919
H: -0.10486 -0.30733 -7.96438
C: 6.47948 0.51010 -1.18091
N: 5.65672 -0.36900 -2.05466
O: 6.01535 -0.50732 -3.20483
O: 4.67705 -0.88904 -1.54739
H: 7.31069 0.89998 -1.76145
H: 5.83907 1.31760 -0.83221
H: 6.83798 -0.09537 -0.35117
C: -4.07581 -0.04487 2.80889
N: -3.03302 0.40215 1.84764
O: -3.22495 0.18349 0.66750
O: -2.05313 0.95932 2.31416
H: -4.88023 -0.51973 2.25479
H: -3.60915 -0.74980 3.49368
H: -4.43612 0.83673 3.33485

Atoms 1-6, force components in eV/Å:
C 1.08 -0.57 -0.38
O -0.24 1.09 -0.10
C -0.08 -0.18 0.89
C 0.20 0.18 -0.15
C -0.32 0.57 0.30
C 0.64 -0.40 -0.33

The spin multiplicity is 1. Its highest occupied orbital energy is -10.603 eV. Its total charge is +1. The calculation puts the HOMO-LUMO gap at 6.899 eV.